#1
17
Properties=species:S:1:pos:R:3:nbo_charge:R:1 method="wB97M-V/def2-TZVPD" homo_lumo_gap_ha=0.350 charge=+1 e_homo_ha=-0.48770
C 0.245 1.133 0.089 0.157
C -1.113 -0.826 0.089 0.390
C 1.488 1.616 0.223 -0.373
C -1.040 1.761 -0.201 -0.564
C 1.306 -1.134 -0.118 -0.444
N 0.128 -0.333 -0.040 -0.362
N -1.618 -2.045 0.109 -0.765
S -2.301 0.469 0.052 0.360
H 2.478 1.150 0.237 0.236
H 1.574 2.632 0.404 0.229
H -1.155 2.701 0.473 0.289
H -1.197 1.997 -1.195 0.256
H 1.678 -1.698 0.686 0.234
H 1.055 -1.968 -0.814 0.231
H 2.209 -0.412 -0.463 0.251
H -1.181 -2.774 0.654 0.430
H -2.556 -2.267 -0.187 0.445

---

#2
17
Properties=species:S:1:pos:R:3:nbo_charge:R:1 method="wB97M-V/def2-TZVPD" homo_lumo_gap_ha=0.330 charge=+1 e_homo_ha=-0.48843
C -1.075 -1.711 0.681 -0.075
C -1.526 -0.634 -0.012 0.171
C 0.733 -0.515 0.147 0.428
C -2.807 -0.117 -0.444 -0.651
C 3.664 -0.896 1.073 -0.858
N -0.327 0.133 -0.355 -0.534
N 0.345 -1.626 0.777 -0.536
S 2.823 0.141 -0.078 0.331
H -1.597 -2.499 1.221 0.261
H -3.473 0.029 0.474 0.262
H -2.559 0.750 -0.885 0.225
H -3.344 -0.758 -1.149 0.262
H 3.563 -0.720 2.203 0.253
H 4.798 -0.856 1.032 0.304
H 3.514 -1.961 0.928 0.234
H -0.226 0.845 -1.048 0.454
H 0.938 -2.461 1.030 0.469

---

#3
17
Properties=species:S:1:pos:R:3:nbo_charge:R:1 method="wB97M-V/def2-TZVPD" homo_lumo_gap_ha=0.392 charge=+1 e_homo_ha=-0.50923
C -0.915 1.383 0.922 0.342
C 0.315 -0.058 -1.537 -0.431
C -0.595 -0.635 -0.523 0.001
C 0.803 -0.300 -0.136 -0.170
C 1.843 -1.342 0.187 -0.625
N -1.591 0.527 0.199 -0.557
N -1.478 2.375 1.595 -0.740
S 0.806 1.173 0.948 0.392
H 0.663 -0.718 -2.317 0.258
H 0.142 0.951 -1.878 0.253
H -1.078 -1.593 -0.506 0.255
H 2.643 -1.321 -0.550 0.241
H 1.410 -2.341 0.191 0.241
H 2.279 -1.159 1.164 0.244
H -2.588 0.501 0.065 0.435
H -2.480 2.504 1.624 0.427
H -0.917 3.010 2.140 0.434

---

Of them, the most stable is #3 and the least stable is #2.

---

#1
11
Properties=species:S:1:pos:R:3:nbo_charge:R:1 method="wB97M-V/def2-TZVPD" homo_lumo_gap_ha=0.293 e_homo_ha=-0.33032
C 0.292 -0.375 1.784 -0.690
C -0.239 -0.468 0.302 -0.190
C 0.312 0.274 -0.673 -0.114
C -0.372 0.340 -2.091 -0.259
H 1.498 -0.901 1.627 0.260
H 0.334 0.909 2.225 0.248
H -0.528 -0.980 2.563 0.241
H -1.143 -1.254 0.321 0.270
H -0.761 1.701 -2.414 0.237
S -0.799 -1.006 -3.118 0.028
Cl 1.405 1.762 -0.527 -0.029

---

#2
11
Properties=species:S:1:pos:R:3:nbo_charge:R:1 method="wB97M-V/def2-TZVPD" homo_lumo_gap_ha=0.307 e_homo_ha=-0.32444 smiles="C=C(Cl)C(C)=S"
C -1.150 0.400 0.849 -0.683
C -0.513 -0.731 0.098 -0.117
C 0.923 -0.531 -0.287 -0.107
C 1.235 0.534 -1.028 -0.403
H -1.426 1.067 0.038 0.242
H -2.014 0.035 1.425 0.241
H -0.548 0.934 1.607 0.235
H 0.459 1.143 -1.441 0.209
H 2.266 0.829 -1.177 0.219
S -1.262 -2.031 -0.452 0.113
Cl 2.032 -1.649 0.367 0.051

---

#3
11
Properties=species:S:1:pos:R:3:nbo_charge:R:1 method="wB97M-V/def2-TZVPD" homo_lumo_gap_ha="0.256 / 0.256" e_homo_ha="-0.31573 / -0.31567" smiles="C=C(C)C(=S)Cl"
C 0.530 1.282 0.629 -0.235
C 0.010 0.244 0.094 -0.199
C -1.318 0.109 -0.202 -0.041
C 0.802 -0.985 -0.203 -0.646
S -2.136 -1.534 -0.609 -0.112
Cl -2.380 1.380 -0.331 0.119
H 1.546 1.366 0.755 0.195
H 0.126 2.232 0.620 0.202
H 1.682 -1.066 0.485 0.220
H 0.985 -1.131 -1.306 0.238
H 0.152 -1.897 0.068 0.257

---

Of them, the most stable is #2 and the least stable is #1.

---

#1
25
Properties=species:S:1:pos:R:3:nbo_charge:R:1 method="wB97M-V/def2-TZVPD" homo_lumo_gap_ha=0.386 e_homo_ha=-0.35892 smiles="CC1(C)NC(=O)C(C)(C)OC1=O"
O 0.666 -0.929 2.359 -0.619
O -0.663 0.977 -2.348 -0.567
O 0.866 1.128 -0.706 -0.489
C 0.575 -0.545 1.207 0.659
C -0.127 0.528 -1.350 0.803
N -0.184 -1.325 0.397 -0.619
C 2.545 1.064 0.952 -0.617
C 0.229 1.954 1.501 -0.632
C -0.538 -1.865 -1.955 -0.602
C -2.295 -0.668 -0.588 -0.615
C 1.041 0.885 0.710 0.177
C -0.765 -0.816 -0.824 0.013
H -0.640 -2.155 0.857 0.418
H 2.814 2.075 0.671 0.222
H 2.825 0.888 2.004 0.240
H 3.109 0.373 0.295 0.223
H 0.594 2.946 1.256 0.224
H -0.870 1.950 1.314 0.220
H 0.345 1.828 2.593 0.242
H -0.834 -2.882 -1.642 0.211
H 0.511 -1.867 -2.240 0.216
H -1.109 -1.598 -2.863 0.231
H -2.535 -0.002 0.257 0.214
H -2.780 -0.317 -1.508 0.237
H -2.780 -1.626 -0.353 0.211

---

#2
25
Properties=species:S:1:pos:R:3:nbo_charge:R:1 method="wB97M-V/def2-TZVPD" homo_lumo_gap_ha=0.318 e_homo_ha=-0.29634
C -0.840 -1.189 0.560 0.787
C 2.224 1.521 0.855 -0.395
C 1.843 0.157 1.623 -0.449
C 2.027 0.299 0.157 -0.015
C -1.900 0.170 -0.387 0.408
C -2.427 0.030 -1.864 -0.652
C -2.365 1.325 0.393 -0.646
C 2.380 -0.544 -0.823 0.072
N -0.448 -0.149 -0.070 -0.617
O -0.182 -2.281 0.813 -0.676
O -2.228 -1.082 0.458 -0.536
O 2.385 -1.902 -0.609 -0.711
H 1.548 2.223 0.951 0.212
H 3.248 1.863 0.970 0.216
H 2.623 -0.446 2.042 0.211
H 0.921 0.032 2.020 0.212
H -3.462 0.413 -1.931 0.227
H -2.461 -1.046 -2.078 0.233
H -1.608 0.506 -2.522 0.237
H -3.479 1.160 0.725 0.228
H -2.181 2.257 -0.016 0.221
H -1.682 1.303 1.351 0.223
H 2.836 -0.131 -1.663 0.172
H 0.836 -2.140 0.519 0.546
H 2.390 -2.347 -1.472 0.492

---

Of them, the most stable is #1 and the least stable is #2.

---

#1
24
Properties=species:S:1:pos:R:3:nbo_charge:R:1 method="wB97M-V/def2-TZVPD" homo_lumo_gap_ha=0.360 charge=+1 e_homo_ha=-0.47304
C -0.516 1.128 0.618 -0.666
C -0.058 0.253 -0.486 -0.007
C 0.157 0.853 -1.922 -0.480
C 1.003 2.179 -1.978 -0.193
C 0.863 3.128 -2.915 -0.353
N -1.051 -1.042 -0.642 -0.728
H -0.348 0.667 1.631 0.244
H -0.213 2.206 0.741 0.281
H -1.610 0.953 0.563 0.207
H 0.898 -0.022 -0.068 0.227
H -0.740 1.027 -2.540 0.230
H 0.793 0.140 -2.522 0.233
H 1.632 2.356 -1.050 0.203
H 1.536 3.999 -3.129 0.230
H 0.160 3.012 -3.637 0.186
H -0.882 -1.678 0.233 0.485
H -0.789 -1.651 -1.326 0.418
H -2.094 -0.753 -0.772 0.452
H -0.253 -2.342 2.268 0.499
H -1.757 -2.448 2.793 0.511
O -1.124 -2.186 2.085 -1.002
H 1.035 -2.930 4.319 0.504
H 1.916 -2.642 3.073 0.487
O 1.046 -2.545 3.417 -0.970

---

#2
24
Properties=species:S:1:pos:R:3:nbo_charge:R:1 method="wB97M-V/def2-TZVPD" homo_lumo_gap_ha=0.431 charge=+1 e_homo_ha=-0.53607
C 1.697 -0.937 -0.865 -0.633
C 0.394 -0.478 -0.283 -0.030
N 0.266 1.019 -0.501 -0.511
C -1.200 1.376 -0.505 -0.209
C -1.893 0.080 -1.010 -0.430
C -0.866 -1.025 -0.937 -0.436
H 2.534 -0.411 -0.413 0.225
H 1.731 -0.780 -1.949 0.216
H 1.777 -2.014 -0.696 0.264
H 0.364 -0.608 0.800 0.231
H 0.689 1.321 -1.385 0.423
H 0.802 1.521 0.209 0.461
H -1.470 1.627 0.484 0.235
H -1.367 2.144 -1.233 0.229
H -2.811 -0.166 -0.482 0.245
H -2.263 0.336 -1.994 0.231
H -0.619 -1.421 -1.925 0.229
H -1.169 -1.914 -0.385 0.247
H 0.839 3.854 1.652 0.489
H 0.042 3.075 2.604 0.491
O 0.229 3.096 1.653 -0.971
H 0.126 -3.624 2.122 0.478
H 1.201 -2.908 2.968 0.480
O 0.967 -3.162 2.070 -0.955

---

#3
24
Properties=species:S:1:pos:R:3:nbo_charge:R:1 method="wB97M-V/def2-TZVPD" homo_lumo_gap_ha=0.411 charge=+1 e_homo_ha=-0.52644
C 2.116 -0.763 -0.972 -0.073
O 2.133 -0.154 -2.276 -0.768
C 0.497 -0.561 -0.601 -0.069
C 0.493 -0.232 0.884 -0.469
C -0.954 -0.130 1.580 -0.403
C -1.290 -1.271 2.575 -0.637
N -0.037 0.655 -1.439 -0.695
H 2.807 -0.210 -0.233 0.196
H 2.559 -1.800 -1.167 0.217
H 2.513 -0.725 -2.946 0.501
H 0.091 -1.555 -0.813 0.245
H 0.841 -1.177 1.382 0.250
H 1.231 0.518 1.178 0.230
H -1.091 0.771 2.135 0.216
H -1.785 -0.108 0.799 0.186
H -0.422 -1.355 3.210 0.212
H -1.882 -0.687 3.354 0.240
H -1.609 -2.289 2.142 0.235
H 0.021 1.457 -0.881 0.438
H -1.035 0.563 -1.587 0.452
H 0.322 0.639 -2.453 0.487
H -2.485 2.720 -1.401 0.479
H -1.389 3.184 -0.854 0.478
O -1.641 2.513 -1.617 -0.945

---

#4
24
Properties=species:S:1:pos:R:3:nbo_charge:R:1 method="wB97M-V/def2-TZVPD" homo_lumo_gap_ha=0.344 charge=+1 e_homo_ha=-0.51724
C -0.227 0.520 2.668 -0.600
C -0.309 -0.999 2.438 -0.431
C 0.414 -1.573 1.291 -0.409
C -0.538 -1.655 -0.001 -0.256
C 0.603 0.243 -1.158 0.159
N 0.238 -0.991 -1.143 -0.388
H 0.622 0.914 2.277 0.193
H -1.108 1.147 2.089 0.194
H -0.388 0.761 3.688 0.236
H 0.053 -1.533 3.430 0.232
H -1.455 -1.268 2.509 0.214
H 1.365 -0.949 1.101 0.207
H 0.727 -2.575 1.551 0.237
H -0.558 -2.737 -0.241 0.234
H -1.448 -1.318 0.386 0.249
H 1.134 0.719 -1.994 0.259
H 0.221 0.944 -0.443 0.233
H 0.151 -1.474 -1.922 0.416
H -0.444 0.433 -3.986 0.511
H 0.394 -0.879 -3.949 0.480
O 0.260 -0.101 -3.562 -0.972
H 0.160 3.992 0.735 0.479
H -0.086 4.020 -0.755 0.476
O -0.342 3.542 0.074 -0.951

---

Of them, the most stable is #2 and the least stable is #4.

---

#1
16
Properties=species:S:1:pos:R:3:nbo_charge:R:1 method="wB97M-V/def2-TZVPD" homo_lumo_gap_ha=0.307 charge=-1 e_homo_ha=-0.18497
I 0.861 -0.064 -0.312 -0.486
O -0.426 -2.173 0.947 -0.969
H 0.153 -1.423 0.815 0.416
H 0.157 -2.932 0.932 0.452
O -0.253 0.870 -2.581 -0.964
H 0.142 0.535 -1.776 0.372
H 0.137 0.341 -3.278 0.445
O 1.330 2.757 0.325 -0.972
H 1.630 1.922 -0.036 0.459
H 0.617 2.519 0.918 0.452
O -1.672 -1.361 -0.830 -0.997
H -1.312 -2.162 -0.450 0.476
H -0.993 -0.701 -0.689 0.419
O -0.137 0.463 2.361 -0.968
H -0.538 1.284 2.073 0.445
H 0.304 0.125 1.581 0.421

---

#2
16
Properties=species:S:1:pos:R:3:nbo_charge:R:1 method="wB97M-V/def2-TZVPD" homo_lumo_gap_ha=0.317 charge=-1 e_homo_ha=-0.19551
I -0.237 0.140 -0.633 -0.555
O 2.117 -1.686 -0.871 -0.972
H 1.413 -1.038 -0.879 0.435
H 1.718 -2.470 -0.492 0.454
O -3.051 -1.040 -0.167 -0.972
H -3.455 -0.520 -0.861 0.455
H -2.115 -0.858 -0.243 0.456
O -1.606 2.558 0.062 -0.980
H -1.314 1.754 -0.368 0.431
H -0.822 2.895 0.496 0.450
O 0.129 -1.449 1.720 -0.982
H -0.084 -1.221 0.816 0.432
H 0.826 -0.840 1.964 0.460
O 2.468 1.069 -0.330 -0.972
H 1.540 0.864 -0.448 0.417
H 2.473 1.842 0.234 0.444

---

Of them, the most stable is #2 and the least stable is #1.

---

#1
18
Properties=species:S:1:pos:R:3:nbo_charge:R:1 method="wB97M-V/def2-TZVPD" homo_lumo_gap_ha=0.365 e_homo_ha=-0.33740 smiles=NCCN.O.O
C 0.268 0.897 1.403 -0.235
C -0.211 -0.539 1.208 -0.231
N 0.808 -1.586 1.127 -0.821
N -0.212 1.806 0.341 -0.848
H 0.068 1.274 2.408 0.178
H 1.363 0.915 1.337 0.195
H -0.841 -0.861 2.042 0.187
H -0.856 -0.520 0.315 0.159
H 1.466 -1.384 0.375 0.360
H 0.350 -2.427 0.776 0.360
H -1.223 1.838 0.402 0.353
H 0.106 2.734 0.595 0.366
H -0.416 -2.507 -2.099 0.461
H -0.046 -1.022 -2.069 0.494
O 0.325 -1.901 -1.939 -0.970
H 0.162 1.139 -1.450 0.501
H -0.997 1.241 -2.432 0.466
O -0.112 0.902 -2.339 -0.975

---

#2
18
Properties=species:S:1:pos:R:3:nbo_charge:R:1 method="wB97M-V/def2-TZVPD" homo_lumo_gap_ha=0.363 e_homo_ha=-0.33015 smiles=NCCN.O.O
C 1.214 0.323 0.660 -0.220
C 0.073 1.278 0.375 -0.242
N 0.480 2.043 -0.831 -0.848
N 0.732 -0.785 1.585 -0.881
H 2.058 0.739 1.203 0.183
H 1.468 -0.203 -0.255 0.205
H -0.100 2.080 1.087 0.186
H -0.813 0.666 0.214 0.191
H 0.285 1.545 -1.696 0.378
H 0.000 2.932 -0.819 0.352
H 0.483 -0.391 2.488 0.356
H 1.486 -1.445 1.728 0.361
H -1.023 -1.147 -3.144 0.467
H -1.142 -1.309 -1.598 0.503
O -0.738 -0.766 -2.314 -0.987
H -0.694 -1.810 0.499 0.508
H -2.203 -1.860 0.760 0.479
O -1.566 -1.890 0.058 -0.991

---

Of them, the most stable is #2 and the least stable is #1.

---

#1
16
Properties=species:S:1:pos:R:3:nbo_charge:R:1 method="wB97M-V/def2-TZVPD" homo_lumo_gap_ha=0.309 e_homo_ha=-0.28032 smiles=Oc1ccc2c(c1)OCO2
C 1.749 -0.184 -0.009 0.320
C 1.550 1.258 -0.034 -0.288
C 0.246 1.658 -0.067 -0.202
C -0.750 0.692 -0.153 0.171
C -2.525 -0.456 0.141 0.222
C -0.436 -0.639 -0.096 0.257
C 0.813 -1.169 -0.014 -0.361
H 3.214 -1.425 -0.222 0.474
H 2.303 1.984 -0.027 0.232
H -0.254 2.645 0.158 0.229
H -2.934 -0.627 1.345 0.131
H -3.483 -0.412 -0.480 0.188
H 1.233 -2.147 0.467 0.245
O 3.090 -0.505 0.133 -0.682
O -2.054 0.940 0.098 -0.476
O -1.531 -1.308 -0.213 -0.459

---

#2
16
Properties=species:S:1:pos:R:3:nbo_charge:R:1 method="wB97M-V/def2-TZVPD" homo_lumo_gap_ha=0.293 e_homo_ha=-0.29621
C 1.224 1.747 0.921 -0.299
C 0.570 0.898 1.786 0.395
C -0.419 2.744 -1.670 1.033
C 0.996 0.662 0.170 -0.008
C 0.070 -0.573 0.492 0.177
C 0.967 -1.776 0.433 -0.619
C -1.202 -0.689 -0.349 -0.648
O 0.326 3.614 -1.542 -0.483
O -1.241 1.952 -1.890 -0.548
O -0.132 -0.218 1.882 -0.435
H 0.595 -2.699 1.038 0.230
H 1.909 -1.544 0.971 0.230
H 1.101 -1.983 -0.586 0.229
H -1.108 -0.892 -1.463 0.256
H -1.808 0.326 -0.345 0.255
H -1.850 -1.570 0.152 0.234

---

Of them, the most stable is #1 and the least stable is #2.

---

#1
11
Properties=species:S:1:pos:R:3:nbo_charge:R:1 method="wB97M-V/def2-TZVPD" homo_lumo_gap_ha=0.351 e_homo_ha=-0.34959
C 1.168 -0.560 0.989 -0.670
C 2.142 0.243 0.788 0.215
C -0.210 -1.081 0.855 0.619
N -1.143 -0.521 -0.007 -0.327
O -0.685 -2.013 1.460 -0.559
O -1.246 0.627 -0.829 -0.621
P 0.142 1.603 -1.036 0.610
H 1.923 -1.294 1.487 0.349
H -1.892 -1.018 -0.423 0.407
H 0.451 1.204 -2.389 -0.021
H -0.650 2.810 -0.895 -0.003

---

#2
11
Properties=species:S:1:pos:R:3:nbo_charge:R:1 method="wB97M-V/def2-TZVPD" homo_lumo_gap_ha="0.336 / 0.171" e_homo_ha="-0.36464 / -0.28561"
C 0.360 0.788 -0.782 -0.373
C -0.991 0.878 -0.570 0.200
C 1.435 -0.175 -0.135 0.509
N 0.890 -1.065 0.618 -0.448
O 2.663 -0.017 -0.435 -0.465
O -1.923 0.187 0.234 -0.805
P -2.269 -0.742 1.480 0.710
H 0.871 1.307 -1.596 0.241
H -1.624 1.602 -1.208 0.205
H 1.573 -1.795 0.952 0.350
H -1.291 -0.447 2.380 -0.123

---

Of them, the most stable is #2 and the least stable is #1.